ORCA calculation (the ωB97M-V functional and the def2-TZVPD basis) on one molecule with the formula C16H26N2O.

Geometry (Å):
C (-5.105, -2.965, 0.236)
H (-5.292, -3.990, 0.549)
C (-3.610, -2.674, 0.214)
C (-3.318, -1.240, -0.222)
C (-1.820, -0.944, -0.237)
C (-1.483, 0.446, -0.778)
C (-1.996, 1.585, 0.105)
C (-1.409, 2.953, -0.280)
C (-0.343, 3.464, 0.693)
C (0.900, 2.582, 0.817)
C (1.763, 2.587, -0.450)
C (2.966, 1.678, -0.277)
O (4.092, 2.087, -0.118)
N (2.623, 0.353, -0.301)
C (3.436, -0.765, -0.128)
C (4.815, -0.703, 0.061)
C (5.511, -1.889, 0.220)
C (4.816, -3.088, 0.185)
N (3.507, -3.153, 0.007)
C (2.839, -2.029, -0.144)
H (1.769, -2.132, -0.286)
H (5.319, -4.037, 0.304)
H (6.580, -1.877, 0.367)
H (5.316, 0.251, 0.081)
H (1.645, 0.134, -0.438)
H (2.128, 3.597, -0.639)
H (1.180, 2.260, -1.313)
H (0.599, 1.563, 1.066)
H (1.509, 2.952, 1.645)
H (-0.036, 4.465, 0.381)
H (-0.797, 3.555, 1.683)
H (-2.209, 3.696, -0.301)
H (-0.999, 2.905, -1.290)
H (-3.083, 1.623, 0.022)
H (-1.760, 1.368, 1.149)
H (-0.397, 0.525, -0.872)
H (-1.902, 0.553, -1.781)
H (-1.323, -1.693, -0.860)
H (-1.424, -1.044, 0.778)
H (-3.726, -1.078, -1.223)
H (-3.823, -0.553, 0.459)
H (-3.115, -3.368, -0.469)
H (-3.193, -2.839, 1.211)
H (-5.614, -2.297, 0.927)
H (-5.535, -2.825, -0.754)

Calculated values
2S+1   1
HOMO level   -0.3220 Eh
Relative energy (zero: lowest compared OMol25 entry of this formula, charge and spin)   8.6 kJ/mol

These are the Löwdin partial charges, in e, on atoms 1 to 6: number 1, C, carries -0.119; number 2, H, carries 0.067; number 3, C, carries -0.277; number 4, C, carries -0.236; number 5, C, carries -0.225; number 6, C, carries -0.216

***

ORCA calculation (the ωB97M-V functional and the def2-TZVPD basis) on C7H14Br4F3InNO3 as an isolated structure.

Geometry (Å):
N (2.587, 1.387, 0.535)
C (2.367, 0.212, -0.389)
C (0.798, 0.139, -0.672)
O (0.543, 0.628, -2.012)
C (0.153, -1.309, -0.496)
In (-1.928, -1.266, 0.447)
O (-1.872, -0.531, 2.431)
Br (-2.908, -3.744, 0.531)
C (-3.398, 0.020, -0.749)
C (-2.809, 1.464, -1.072)
O (-2.748, 1.761, -2.489)
C (-3.500, 2.660, -0.293)
F (-4.465, 3.267, -1.088)
F (-3.968, 2.345, 0.970)
F (-2.501, 3.644, -0.085)
H (3.488, 1.829, 0.339)
H (2.499, 1.104, 1.513)
H (2.938, 0.479, -1.339)
H (2.799, -0.725, 0.077)
H (0.287, 0.818, 0.088)
H (0.712, -0.081, -2.659)
H (0.759, -2.001, 0.176)
H (0.048, -1.795, -1.528)
H (-1.225, -1.073, 2.918)
H (-4.306, 0.130, -0.070)
H (-3.713, -0.554, -1.687)
H (-1.718, 1.457, -0.735)
H (-2.944, 0.954, -2.993)
C (4.863, -2.341, 2.116)
Br (4.705, -0.999, 3.505)
Br (3.130, -2.969, 1.522)
Br (5.950, -1.721, 0.635)
H (5.378, -3.192, 2.553)

Calculated values
2S+1   1
Charge   -1
HOMO level   -0.1929 Eh
Relative energy (zero: lowest compared OMol25 entry of this formula, charge and spin)   137.6 kJ/mol

These are the Löwdin partial charges, in e, on atoms 1 to 6: number 1, N, carries -0.026; number 2, C, carries -0.216; number 3, C, carries -0.431; number 4, O, carries -0.089; number 5, C, carries -0.223; number 6, In, carries 0.525

***

Question: Which of these has the highest HOMO level?
Answer: C7H14Br4F3InNO3

***

Question: Look up the 2S+1 of the second one.
Answer: 1

***

Question: Which formula does entry 2 have?
Answer: C7H14Br4F3InNO3